ORCA calculation (wB97M-V/def2-TZVPD) on a cluster of 2 separate species, C16H26F9N2O6P in total at a distorted geometry.

Summary:
E_LUMO ... 0.001 Eh
Structure (SMILES) ... N[C@H](CCOCC(F)(F)C(F)(F)C(F)(F)C(F)F)CO[C@H](CC(=O)F)P(N)O.CCOC(C)=O
Relative energy (zero: lowest compared OMol25 entry of this formula, charge and spin) ... 5.491 eV
HOMO energy ... -0.317 hartree

The geometry in XYZ format:
```
60
C16H26F9N2O6P (wB97M-V/def2-TZVPD)
N 2.7271 -4.0138 0.4503
C 2.4570 -2.6085 -0.0397
C 0.8683 -2.3355 -0.4455
C 0.1086 -3.6481 -1.0693
O -1.0457 -4.0762 -0.2303
C -2.0906 -3.0016 -0.2164
C -3.6203 -3.5893 -0.0591
F -3.8700 -3.8242 1.4067
F -3.7100 -4.9555 -0.6939
C -4.7466 -2.5963 -0.7542
F -6.0490 -3.3511 -0.6677
F -4.3033 -2.3952 -2.1809
C -4.9155 -1.1464 -0.0078
F -3.7049 -0.2539 -0.1510
F -5.2285 -1.2166 1.4381
C -6.1918 -0.3671 -0.7469
F -7.0922 0.2206 0.2789
F -5.5810 0.7607 -1.5269
C 3.3422 -2.1495 -1.3473
O 4.2275 -0.9971 -1.1219
C 3.4856 0.2257 -0.7801
C 3.7229 1.4703 -1.8708
C 2.2823 1.6077 -2.7087
O 1.7190 2.7924 -3.0111
F 1.5156 0.3770 -3.1222
P 4.2809 0.8663 0.8791
N 4.8971 -0.6366 1.6467
O 3.0779 1.6239 1.8955
H 2.0083 -4.3300 1.1540
H 3.6394 -3.9463 0.9801
H 2.6663 -1.8773 0.8804
H 0.3552 -1.8608 0.4928
H 0.8500 -1.4954 -1.2896
H 0.8015 -4.5643 -1.2939
H -0.3507 -3.3177 -2.1190
H -1.9758 -2.2539 -1.1115
H -1.8773 -2.3780 0.7783
H -6.7404 -1.0441 -1.5422
H 4.0580 -3.0726 -1.5943
H 2.6923 -2.0070 -2.3368
H 2.3254 0.0996 -0.6962
H 3.8106 2.4924 -1.2627
H 4.6274 1.2771 -2.5880
H 4.1511 -1.0357 2.2851
H 5.7179 -0.4250 2.2807
H 2.1690 1.6080 1.4703
C -1.6839 5.5558 2.2145
C -0.6418 4.5617 2.6913
O -0.5758 3.4257 1.8112
C 0.1607 3.3726 0.6792
C 0.7328 4.6452 0.1258
O 0.2922 2.3130 0.0719
H -1.4366 5.9557 1.2280
H -1.7690 6.3906 2.9156
H -2.6604 5.0700 2.1232
H 0.3455 5.0157 2.8235
H -0.9375 4.1765 3.6729
H 0.0472 5.0531 -0.6196
H 1.6916 4.4147 -0.3507
H 0.9440 5.3988 0.8822
```

Here are the Löwdin charges for atoms 1 to 4, given in e: -0.009 -0.330 -0.121 -0.172